A 2-piece molecular cluster, C4H10N4 overall in a non-equilibrium geometry, computed with the ωB97M-V functional and the def2-TZVPD basis.

Results
Spin multiplicity   1
Charge   +2
Energy relative to the best compared isomer or geometry (same formula, charge and spin)   29.9 kcal/mol
Frontier orbital gap   11.011 eV

```
18
Properties=species:S:1:pos:R:3:forces:R:3:mulliken_charge:R:1
C -0.44630 2.77280 -0.38461 -2.725 0.013 -1.894 0.49
C -0.05439 -1.74069 0.47640 -0.933 0.480 0.868 0.58
C 1.00870 -0.37839 -1.29630 3.564 -3.570 -3.363 -0.78
C 0.08535 -0.60508 -0.45217 -1.386 -0.404 2.999 0.33
N -1.23233 2.57639 -1.25676 2.510 0.150 2.640 -0.12
N 0.93462 -2.59332 0.65636 -0.326 -1.465 -0.600 -0.40
N 0.18430 3.19392 0.66361 -0.585 -0.715 -1.136 -0.31
N -1.19750 -1.82756 1.21140 1.326 -0.027 0.258 -0.39
H 1.04171 0.37155 -2.01394 -0.087 1.923 -0.584 0.33
H 1.69845 -1.19995 -1.66235 -0.465 0.934 0.934 0.21
H -0.53520 0.21051 -0.28569 -1.786 0.902 0.555 0.00
H -1.47539 2.17149 -2.15101 0.103 0.198 -0.180 0.36
H 1.76230 -2.68508 0.08494 0.040 1.051 -0.427 0.27
H 0.70960 -3.54962 0.88777 -0.392 -0.127 0.990 0.28
H 0.27810 2.57666 1.47807 0.171 0.709 -0.241 0.30
H 0.26514 4.20682 0.65399 0.499 0.136 0.750 0.31
H -1.76253 -0.99155 1.40183 0.286 -0.598 -0.714 0.27
H -1.26463 -2.50892 1.98845 0.186 0.409 -0.855 0.28
```
Forces are in eV/Å.



C23H16CeO5P as an isolated structure in a non-equilibrium geometry, computed with the ωB97M-V functional and the def2-TZVPD basis.

Results
Spin multiplicity   1
Charge   +3
Energy relative to the best compared isomer or geometry (same formula, charge and spin)   23.1 kcal/mol
Frontier orbital gap (alpha / beta)   3.354 / 3.382 eV

```
46
Properties=species:S:1:pos:R:3:forces:R:3:mulliken_charge:R:1
O 0.56322 0.26455 -6.84399 -0.437 -1.821 4.074 -0.05
C 0.43838 -0.18113 -5.78969 0.735 1.691 -3.795 0.17
Ce -0.24709 -1.09072 -2.91423 3.094 5.259 -0.594 0.79
O -2.80897 0.79194 -5.14013 4.895 -2.991 2.519 -0.08
C -1.92570 0.22642 -4.62591 -5.717 3.155 -2.290 0.27
C -2.15325 -1.68905 -1.65733 -6.946 -1.579 5.412 0.39
O -3.06366 -1.89280 -0.96412 4.422 0.950 -3.491 -0.02
C 0.67649 -3.13254 -1.75425 1.958 -6.405 3.049 0.38
O 0.98261 -4.14513 -1.26220 -1.509 5.382 -2.583 -0.07
C -1.50973 -3.04109 -3.69552 -3.547 -7.000 -2.463 0.34
O -2.08488 -4.01678 -3.97190 2.989 5.211 1.430 -0.06
H 0.93577 -1.94365 -4.02586 0.212 -1.237 -0.066 0.18
C 3.40599 3.26234 1.85366 -0.146 -0.581 -0.301 -0.56
C 3.76196 2.46385 0.76018 -0.155 -0.334 -0.458 -0.61
C 2.82189 1.65211 0.10706 -0.018 -0.473 -0.110 -0.21
C 1.50547 1.53584 0.57603 0.848 1.007 -0.853 0.61
C 1.13707 2.42823 1.59199 -0.642 -0.200 0.368 -0.60
C 2.07033 3.24497 2.25733 -0.183 -0.321 -0.261 -0.62
P 0.31121 0.27634 -0.11950 0.173 0.886 2.884 0.41
C 0.67383 -1.11380 1.07134 -0.283 -0.461 -1.740 0.69
C -0.31901 -1.98342 1.51764 -0.837 -0.566 -0.018 -0.04
C 0.00460 -3.10360 2.29576 -0.339 0.229 0.171 -0.92
C 1.34423 -3.40866 2.55967 -0.119 0.338 0.271 -0.52
C 2.34453 -2.61019 1.99783 0.171 0.850 -0.180 -0.71
C 2.00808 -1.47512 1.25366 0.212 -0.058 -0.167 -0.62
C -1.29977 1.00749 0.39608 -0.005 -0.578 -0.361 0.19
C -1.90218 0.82975 1.64793 -0.345 -0.223 0.170 0.15
C -3.16990 1.38633 1.90864 0.431 -0.158 0.012 -0.77
C -3.81044 2.14237 0.92414 -0.002 -0.007 -0.083 -0.56
C -3.19520 2.32858 -0.31245 -0.118 0.172 -0.406 -0.81
C -1.94820 1.78579 -0.56742 0.060 -0.638 -0.194 -0.41
H 4.16595 3.86013 2.37286 -0.468 -0.229 -0.277 0.42
H 4.78372 2.45163 0.39606 -0.097 0.111 0.026 0.43
H 3.05665 1.05269 -0.77937 0.552 0.297 0.334 0.35
H 0.08650 2.43490 1.86556 0.240 0.275 0.377 0.36
H 1.76589 3.85606 3.10587 -0.148 -0.137 -0.303 0.43
H -1.35957 -1.76203 1.24857 0.316 -0.215 0.473 0.40
H -0.79922 -3.69043 2.75771 0.394 0.168 -0.342 0.46
H 1.61901 -4.20113 3.26436 -0.197 0.146 -0.494 0.48
H 3.39517 -2.79272 2.19732 -0.129 -0.197 -0.048 0.49
H 2.72394 -0.81827 0.76617 0.448 -0.337 0.528 0.37
H -1.38458 0.23765 2.40331 -0.281 0.244 -0.064 0.62
H -3.66702 1.21383 2.87147 0.372 0.126 -0.398 0.45
H -4.79338 2.58778 1.09777 0.342 -0.232 0.041 0.45
H -3.69299 2.86877 -1.11271 -0.010 0.113 0.273 0.45
H -1.44774 1.90193 -1.52941 -0.187 0.368 -0.072 0.51
```
Forces are in eV/Å.



A 4-piece molecular cluster, C31H58BN3O11PS3 overall in a non-equilibrium geometry, computed with the ωB97M-V functional and the def2-TZVPD basis.

Results
Spin multiplicity   1
Charge   -1
Energy relative to the best compared isomer or geometry (same formula, charge and spin)   16.2 kcal/mol
Frontier orbital gap   5.267 eV

```
108
Properties=species:S:1:pos:R:3:forces:R:3:mulliken_charge:R:1
C 3.64489 2.40977 3.46662 -0.038 -0.369 -0.547 -1.38
C 2.35324 2.24506 2.68018 0.470 0.396 0.865 0.17
O 1.51013 1.40649 3.40820 -0.097 -0.599 -0.385 -0.41
C 0.41379 0.88873 2.59136 0.259 0.977 0.530 0.03
C -0.08837 -0.39934 3.21414 0.736 -0.003 -0.488 -1.41
P -0.81738 -1.81752 2.14187 -2.068 0.223 -1.251 1.56
C -1.56665 -3.31881 1.16823 0.767 -0.737 0.183 -1.69
N -0.66575 -4.03936 0.24583 -0.431 0.017 -0.531 0.05
C -1.18723 -4.27151 -1.09895 0.453 -0.253 0.356 -1.07
C -0.52542 -0.92987 0.43781 0.422 -0.741 -0.601 -2.41
C 0.79345 -1.19356 -0.22967 -0.734 1.084 -0.775 0.87
C 1.31632 -0.10709 -1.13913 2.175 -0.451 2.427 -1.43
O 1.89314 -0.51390 0.21621 0.652 -0.168 0.419 -0.27
N -1.18631 -2.73371 3.70782 -0.396 1.220 0.238 -0.12
C -1.09456 -2.44972 4.92140 0.034 -0.714 0.305 0.84
C 0.16935 -2.53560 5.76465 -0.236 -0.273 0.016 -0.94
C -2.28218 -2.05099 5.79510 0.252 -0.112 -0.153 -1.71
O 0.88221 -2.51096 1.97934 0.241 0.066 0.534 0.12
C 1.35977 -3.58277 2.51012 1.120 -0.103 -0.361 -0.11
O 0.84244 -4.65859 2.70284 -0.805 -0.517 0.358 -0.65
C 2.85623 -3.47005 2.73519 0.190 0.302 -0.540 0.59
C 3.47128 -3.59575 3.97173 0.326 -0.009 -0.121 -0.31
C 4.85265 -3.45228 4.06941 0.317 0.051 -0.425 -0.84
C 5.63012 -3.21961 2.93314 -0.283 0.052 -0.084 -0.43
C 5.02228 -3.10487 1.68806 -0.702 -0.266 0.402 -0.70
C 3.63773 -3.23370 1.60001 0.363 0.158 0.220 -0.11
B -2.61969 -1.00971 2.23513 -0.275 0.163 0.239 2.09
N -3.85238 -1.70444 2.55789 0.367 -0.015 0.001 -0.66
O -2.78073 0.35362 1.99964 0.263 -0.009 -0.118 -0.80
H 4.08761 1.42119 3.54469 0.077 -0.154 0.340 0.34
H 4.35426 2.99714 2.88548 0.059 0.362 0.089 0.31
H 3.47896 2.83524 4.44831 0.044 0.099 0.171 0.33
H 1.87950 3.23099 2.57109 -0.081 0.078 -0.397 0.20
H 2.64505 1.82754 1.71353 -0.429 -0.076 -0.297 0.23
H -0.36057 1.65655 2.64663 -0.304 0.003 -0.199 0.26
H 0.77372 0.88054 1.57014 0.050 -0.565 -0.027 -0.56
H 0.75552 -0.80679 3.76415 0.016 -0.083 0.171 0.38
H -0.86606 -0.08562 3.90165 -0.198 -0.343 0.331 0.29
H -2.43913 -3.00192 0.60019 -0.014 0.452 -0.138 0.42
H -1.95739 -4.03381 1.89344 0.067 0.019 0.281 0.17
H -0.39980 -4.92972 0.62999 0.109 0.116 0.396 0.31
H -0.90776 -5.27690 -1.41621 0.057 -0.116 -0.117 0.45
H -2.27752 -4.22294 -1.16048 -0.141 0.193 -0.055 0.26
H -0.72579 -3.59277 -1.81797 -0.239 0.267 -0.173 0.21
H -0.72858 0.13601 0.37101 -0.088 0.123 0.480 0.77
H -1.17547 -1.37178 -0.32260 -0.671 -0.101 0.327 0.75
H 0.94705 -2.20019 -0.57707 0.172 -0.434 0.066 0.58
H 1.11187 0.92155 -0.89290 -0.864 0.310 -1.085 0.27
H 2.22094 -0.32887 -1.68916 -0.587 0.184 -1.324 0.39
H -0.02997 -3.29559 6.52273 0.075 -0.113 0.165 0.59
H 0.36184 -1.61198 6.30529 0.230 0.208 -0.065 0.26
H 1.01416 -2.88110 5.18350 0.164 0.269 -0.118 -0.32
H -2.33133 -2.65272 6.70164 -0.129 -0.106 0.119 0.52
H -2.08525 -1.02503 6.10772 -0.125 0.204 0.112 0.27
H -3.21194 -2.08291 5.24153 -0.140 -0.043 -0.069 0.28
H 2.88768 -3.80781 4.85365 -0.089 0.000 0.088 0.41
H 5.36208 -3.51009 5.02023 -0.121 -0.087 0.199 0.39
H 6.70300 -3.11915 2.99554 0.141 0.015 0.207 0.39
H 5.58751 -2.92003 0.78907 0.206 0.026 -0.074 0.39
H 3.16417 -3.12647 0.63678 -0.204 0.069 -0.058 0.20
H -4.55995 -1.65283 1.83728 -0.097 -0.019 0.222 -0.03
H -3.70817 -2.65716 2.85919 -0.027 -0.121 -0.147 0.23
H -3.68170 0.60381 2.22358 -0.133 0.068 -0.052 0.24
C -8.46132 -1.21728 -1.54005 0.073 -0.032 -0.045 -0.56
C -7.88281 -2.31424 -2.44551 0.003 0.030 0.056 -0.61
C -6.36919 -2.36160 -2.19918 -0.211 -0.063 -0.278 -0.76
S -6.11832 -1.79717 -0.50951 -0.269 -0.155 -0.154 1.31
O -5.39389 -0.55587 -0.53526 0.097 0.019 0.093 -0.65
O -5.69195 -2.90354 0.30291 0.105 0.023 0.075 -0.68
C -7.84084 -1.44239 -0.16496 -0.274 0.087 -0.125 -0.85
H -9.54903 -1.25865 -1.49771 -0.005 0.008 -0.004 0.35
H -8.17577 -0.23419 -1.92029 -0.001 0.015 0.026 0.29
H -8.32978 -3.27520 -2.18304 0.006 0.001 0.024 0.30
H -8.10171 -2.12773 -3.49603 0.004 -0.008 -0.008 0.32
H -5.96297 -3.36494 -2.29395 0.119 0.033 0.080 0.37
H -5.83033 -1.68033 -2.85434 0.056 0.048 0.081 0.40
H -7.90329 -0.57878 0.49252 0.128 -0.021 0.048 0.40
H -8.26495 -2.31890 0.32372 0.053 -0.018 0.027 0.37
C 2.87385 5.29890 0.21423 -0.029 -0.043 -0.023 -0.18
C 4.17036 4.79849 -0.43144 -0.038 0.071 -0.020 -0.69
C 3.76702 3.83455 -1.55186 0.312 -0.015 0.112 -0.63
S 2.14879 4.37310 -2.11929 0.257 0.124 0.250 1.04
O 1.18415 3.35639 -1.80168 -0.150 -0.066 -0.291 -0.59
O 2.26481 4.91177 -3.45600 -0.204 -0.065 0.100 -0.65
C 1.95111 5.69923 -0.93740 0.165 0.161 0.271 -0.88
H 3.04941 6.13738 0.88668 -0.007 -0.018 0.030 0.43
H 2.42336 4.48730 0.78797 -0.067 0.046 0.023 -0.08
H 4.72877 5.64178 -0.84438 -0.024 -0.001 -0.032 0.33
H 4.81455 4.30318 0.29336 -0.007 -0.019 0.003 0.34
H 4.45492 3.85728 -2.39322 -0.087 -0.061 -0.081 0.43
H 3.66138 2.81444 -1.18579 -0.123 -0.011 -0.041 0.28
H 0.90274 5.77159 -0.65834 -0.032 -0.082 -0.088 0.44
H 2.28013 6.62626 -1.40707 0.003 -0.028 -0.065 0.37
C 0.84341 4.50587 -7.20013 0.044 -0.042 -0.109 -0.68
C 0.72620 3.25155 -8.07776 0.008 0.033 0.042 -0.64
C 2.12160 2.95748 -8.64195 -0.305 -0.084 -0.106 -0.68
S 3.29179 3.61144 -7.43850 -0.233 -0.039 0.122 1.19
O 4.02032 4.69481 -8.05455 0.108 -0.048 -0.008 -0.68
O 3.98621 2.52063 -6.80398 0.198 0.065 -0.060 -0.68
C 2.07241 4.29194 -6.32308 -0.254 0.054 -0.234 -0.52
H -0.04880 4.66155 -6.59590 0.007 0.004 0.020 0.32
H 0.98297 5.38707 -7.83117 0.004 0.014 0.022 0.35
H 0.39018 2.41156 -7.46734 0.019 0.004 0.023 0.30
H 0.00068 3.38426 -8.87969 0.000 -0.011 -0.006 0.33
H 2.30602 1.89354 -8.76514 0.128 0.014 0.011 0.35
H 2.29528 3.47468 -9.58357 0.090 0.053 0.041 0.35
H 2.45862 5.20203 -5.87947 0.135 -0.035 0.053 0.41
H 1.88300 3.55435 -5.54862 0.068 -0.017 0.058 0.28
```
Forces are in eV/Å.



One molecule with the formula C4H5N3O2 in a non-equilibrium geometry, computed with the ωB97M-V functional and the def2-TZVPD basis.

Results
Spin multiplicity   1
Structure (SMILES)   NC1=CN=CNC(=O)O1
Charge   0
Energy relative to the best compared isomer or geometry (same formula, charge and spin)   67.1 kcal/mol
Frontier orbital gap   8.610 eV

```
14
Properties=species:S:1:pos:R:3:forces:R:3:mulliken_charge:R:1
N -1.38281 1.91577 -0.11014 2.482 1.696 0.803 -0.44
C -0.65099 0.81449 0.22161 2.164 1.086 0.918 0.56
C 0.70459 0.92109 0.38855 0.532 1.702 -0.930 -0.24
N 1.68308 0.01653 0.82402 -0.960 0.036 -0.254 -0.53
C 1.54785 -1.22189 0.57594 -0.381 -0.124 0.505 -0.03
N 0.45257 -1.76842 -0.17979 1.570 -1.433 0.739 -0.14
C -0.68579 -1.12258 -0.59405 0.068 0.041 0.640 0.47
O -1.17848 -1.19277 -1.66536 -0.592 -0.611 -1.058 -0.53
O -1.31325 -0.36735 0.42098 0.490 0.435 -0.244 -0.36
H -0.93710 2.88550 -0.06074 -1.229 -2.408 -0.201 0.21
H -2.29609 1.76614 -0.36760 -2.238 0.071 -0.679 0.22
H 1.14201 1.93477 0.07385 -0.701 -1.556 0.728 0.17
H 2.36293 -1.85687 1.02672 -1.360 -0.010 -1.029 0.34
H 0.55149 -2.72441 -0.55400 0.157 1.076 0.061 0.28
```
Forces are in eV/Å.